Formula: C11H17ClNP
Source: OMol25
Level of theory: ωB97M-V/def2-TZVPD

Structure (XYZ):
```
31
C11H17ClNP, DFT ωB97M-V/def2-TZVPD
C -1.904 -2.561 -0.684
C -0.533 -2.437 -0.407
C -1.127 -0.051 0.325
C -0.075 -1.257 0.057
C -2.397 -0.515 0.119
C 0.325 -3.541 -0.907
C -0.300 3.688 -0.208
C 1.784 -0.240 2.036
C 2.129 0.264 -0.688
C -0.854 1.387 0.547
C -0.671 2.291 -0.648
N -2.793 -1.695 -0.321
P 1.700 -1.077 0.476
Cl -3.717 0.552 0.295
H -2.167 -3.641 -0.844
H -0.153 -3.860 -1.820
H 1.317 -3.302 -1.145
H 0.281 -4.433 -0.223
H 0.781 3.528 -0.082
H -0.464 4.490 -0.935
H -0.790 3.722 0.739
H 0.856 0.016 2.433
H 2.557 0.503 2.020
H 2.294 -0.836 2.830
H 2.027 1.216 -0.318
H 1.631 0.094 -1.607
H 3.257 0.203 -0.828
H -1.631 1.733 1.246
H 0.039 1.365 1.095
H 0.118 1.981 -1.247
H -1.522 2.411 -1.310
```

## Properties
- orbital gap (spin up / spin down) (hartree) = 0.18645 / 0.16389
- ⟨S²⟩ = 2.016
- net charge = 0
- multiplicity = 3
- lowest unoccupied orbital energy (spin up / spin down) (eV) = 0.4067 / -3.5746